Computed, not measured: a single C8H8O molecule, with wB97M-V/def2-TZVPD.

As for the SMILES: CC1=C2OCC=C2C=C1. The HOMO energy is -7.25 eV. The value obtained for the orbital gap is 7.34 eV. The value obtained for the lowest unoccupied orbital energy is 0.09 eV. As for the energy above the lowest of the compared OMol25 structures with the same formula, charge and spin: 1.940 eV.

```
! wB97M-V def2-TZVPD RIJCOSX def2/J DEFGRID3
* xyz 0 1
O 1.5116 -0.6058 -0.7416
C 0.4508 -0.1677 -0.1652
C -0.7922 1.6448 0.6263
C 0.4493 1.2954 0.0798
C 2.3522 0.5618 -0.9353
C -0.8137 -0.5937 0.2747
C 1.5903 1.7594 -0.5120
C -1.2866 -1.9882 0.3114
C -1.5174 0.5359 0.8162
H -0.9173 -2.4495 -0.6759
H 2.1841 2.6422 -0.3927
H -2.3626 0.4824 1.4570
H -2.4172 -2.0263 0.3068
H 3.3118 0.3699 -0.5633
H 2.4583 0.3957 -1.9955
H -0.9072 -2.6394 1.0891
H -1.1801 2.6501 1.0132
*
```

***

Computed, not measured: 2 unconnected molecules or ions with the total composition C5H14, with wB97M-V/def2-TZVPD.

As for the SMILES: CCC.CC. The HOMO energy is -11.22 eV. The value obtained for the orbital gap is 12.35 eV. The value obtained for the lowest unoccupied orbital energy is 1.14 eV. As for the energy above the lowest of the compared OMol25 structures with the same formula, charge and spin: 0.473 eV.

```
! wB97M-V def2-TZVPD RIJCOSX def2/J DEFGRID3
* xyz 0 1
C -1.0738 1.2975 2.2923
C 2.3485 -0.8809 -1.0367
C -1.2802 0.3271 -0.0488
C -2.0178 1.0054 1.1123
C 1.3708 -1.4926 -2.0473
H -0.3503 -0.1305 0.2833
H -0.4362 0.4666 2.6030
H 0.6734 -2.2000 -1.6178
H -1.8674 -0.5349 -0.3851
H -2.3804 1.9935 0.8347
H 0.7726 -0.7264 -2.5432
H 2.0901 -0.7362 0.0124
H -1.1579 0.9833 -0.8950
H -2.7857 0.3472 1.5220
H 1.9902 -1.9279 -2.8269
H 2.8112 0.0276 -1.4173
H -1.5622 1.7448 3.1536
H 3.1863 -1.5767 -0.8981
H -0.3312 2.0130 1.9027
*
```

***

Computed, not measured: 2 unconnected molecules or ions with the total composition C4H12, with wB97M-V/def2-TZVPD.

As for the SMILES: CC.CC. The HOMO energy is -11.01 eV. The value obtained for the orbital gap is 12.13 eV. The value obtained for the lowest unoccupied orbital energy is 1.12 eV. As for the energy above the lowest of the compared OMol25 structures with the same formula, charge and spin: 1.630 eV.

```
! wB97M-V def2-TZVPD RIJCOSX def2/J DEFGRID3
* xyz 0 1
C -1.6719 -0.8436 -0.8971
C 1.6153 0.9871 0.9552
C 0.2263 0.8241 1.4016
C -0.1448 -0.8804 -1.3949
H 0.6952 -0.4060 -0.9854
H 0.1448 -1.9399 -1.2189
H -0.0834 0.6632 2.5073
H -0.2874 -0.0993 1.0608
H 2.2340 0.0972 1.1757
H -0.0965 -0.5037 -2.3930
H 1.8110 0.9672 -0.1061
H -1.7833 -1.3172 -0.0304
H -0.3555 1.7188 1.0167
H -2.1033 0.2595 -0.7351
H -2.4078 -1.4218 -1.5861
H 2.2074 1.8949 1.2296
*
```

***

Computed, not measured: a single C3H7NO2 molecule, with wB97M-V/def2-TZVPD.

As for the SMILES: C/C(CO)=N/O. The HOMO energy is -9.45 eV. The value obtained for the orbital gap is 10.28 eV. The value obtained for the lowest unoccupied orbital energy is 0.83 eV. As for the energy above the lowest of the compared OMol25 structures with the same formula, charge and spin: 4.610 eV.

```
! wB97M-V def2-TZVPD RIJCOSX def2/J DEFGRID3
* xyz 0 1
O 1.3925 -0.3114 -1.0976
O -0.5192 -2.0966 0.0953
N -1.0365 -0.8111 -0.2007
C 1.2616 -0.1123 0.2509
C -0.7544 1.5122 0.1878
C -0.2162 0.1455 0.1825
H -0.1229 2.2725 -0.2279
H 1.5053 -0.9818 0.8366
H -1.1828 -2.6883 -0.2848
H 1.8656 0.7329 0.5474
H -1.6868 1.5463 -0.3335
H 0.4669 -1.0351 -1.1457
H -0.9732 1.8272 1.1897
*
```

***

Computed, not measured: a molecular structure, C16H27NO5Ti, with wB97M-V/def2-TZVPD.

The HOMO energy (alpha / beta) is -12.13 / -12.76 eV. The value obtained for the orbital gap (alpha / beta) is 4.62 / 5.51 eV. As for the expectation value of S²: 2.012. The value obtained for the lowest unoccupied orbital energy (alpha / beta) is -7.51 / -7.25 eV. As for the energy above the lowest of the compared OMol25 structures with the same formula, charge and spin: 5.309 eV.

```
! wB97M-V def2-TZVPD RIJCOSX def2/J DEFGRID3
* xyz 2 3
Ti 0.0066 0.0245 -0.0367
O -0.0404 -0.2813 -1.8123
O 2.4573 2.8830 -1.8348
O -1.1528 -1.3619 0.7268
O 1.3525 -1.0620 0.8403
O 1.0326 1.6421 -0.5748
N 1.4054 1.1813 -2.8343
C -1.5703 0.7829 -5.3337
C 0.9311 -0.9867 -3.9060
C 0.6923 -0.0196 -2.8828
C -1.7581 -2.0262 -8.0466
C -0.1286 -2.0054 -3.9984
C -0.5046 -2.6413 1.1269
C -1.2667 -1.4708 -6.6898
C 2.7366 -0.6517 0.9316
C -2.3654 0.6673 -7.4804
C -1.6168 -0.1635 -6.4114
C -2.0918 -0.6646 1.5858
C 2.9949 2.7843 -3.2240
C -0.5174 -2.4397 -5.8946
C 0.9721 -2.3886 1.4394
C 2.1315 1.7924 -3.9467
C 1.6043 1.9149 -1.6640
H 1.6367 -3.1385 0.9995
H -0.6205 -3.2947 0.2529
H -2.8708 -2.0534 -8.1105
H 3.3016 -1.4391 1.4432
H -1.7986 -0.7601 2.6427
H 2.6995 1.0519 -4.5085
H -2.5295 1.6593 -7.0239
H 1.4210 2.2799 -4.6269
H -1.8397 0.4122 -4.3236
H 2.7778 0.2868 1.4966
H -1.3612 -1.4300 -8.9009
H -3.0843 -1.0946 1.4004
H 1.1337 -2.3109 2.5224
H -0.7043 1.4981 -5.3117
H -1.0736 -3.3773 -5.7494
H -1.7382 0.7680 -8.3880
H 4.0185 2.4017 -3.1565
H 0.4778 -2.6988 -6.2731
H 1.1338 -0.4697 -4.8886
H 2.9650 3.7826 -3.6617
H 3.1244 -0.5067 -0.0843
H 0.4058 -2.9068 -3.6725
H -3.3431 0.1711 -7.6691
H -1.3917 -3.0540 -8.1396
H -1.1697 -1.9292 -3.6137
H -2.0477 0.3906 1.2541
H -1.0456 -3.0506 1.9828
*
```

***

Computed, not measured: 3 unconnected molecules or ions with the total composition C37H59F2IN2O5S3, with wB97M-V/def2-TZVPD.

As for the SMILES: CC[C@@H](F)c1cc2c(cc1[C@@H](I)CC)N([C@@H](C)F)c1c(CON=O)cc(CCCCS(=O)(=O)O)c(S)c1S2.CCCCCC.CCCCCC. The HOMO energy is -8.08 eV. The value obtained for the orbital gap is 7.25 eV. The value obtained for the lowest unoccupied orbital energy is -0.83 eV.

```
! wB97M-V def2-TZVPD RIJCOSX def2/J DEFGRID3
* xyz 0 1
I -1.1133 -0.5617 -3.0946
S 3.9757 -0.8745 1.6446
S 6.0583 -0.6466 3.8659
S 1.5881 -1.7211 7.3119
F 0.0764 -0.7986 1.7580
F 1.7826 -0.9017 -4.2776
O 2.0217 -2.7272 8.2251
O 0.7387 -2.1801 6.2505
O 0.1704 2.3656 4.7956
O 0.8124 -0.5913 8.1232
O 0.0378 2.4087 6.9296
N 1.4951 1.0506 1.9054
N -0.0078 3.1066 6.0022
C 1.3269 0.5530 -1.7734
C 3.2218 -0.6653 -0.9505
C 4.6384 0.4324 3.9293
C 2.4360 -0.2774 -2.0339
C 3.7196 0.0663 7.4337
C 2.9366 -0.2585 0.3538
C -0.9920 1.2416 2.1674
C 1.2106 2.9880 4.0115
C 1.8782 0.5812 0.6143
C -2.2971 1.2328 -7.2572
C -4.6886 -5.1259 2.8539
C -3.5000 2.8026 -10.4494
C -1.2793 2.7058 -3.7471
C -4.3281 2.6133 -8.0420
C 3.6840 0.3338 2.9052
C -4.3599 2.0299 -9.4534
C 2.9685 -0.9299 6.5312
C 5.4058 1.4513 6.1328
C -4.2547 -4.8303 1.4209
C 2.6951 -3.2246 -2.8823
C -2.9530 2.6075 -7.3723
C 5.2057 0.2452 7.0591
C -3.6010 -1.4130 0.0116
C -2.7830 -2.7928 2.0006
C 3.5858 -2.0949 -3.4213
C 2.8535 -0.7605 -3.4154
C -0.3735 2.3013 -2.5687
C -3.7783 -1.7520 1.4899
C 0.3851 1.0052 -2.8695
C 0.2619 0.3911 2.4107
C -3.0919 0.2505 -6.4024
C 2.3916 2.0718 3.9095
C -2.8837 -4.1624 1.3273
C 1.0887 0.9763 -0.4668
C 2.5360 1.1373 2.8792
C 4.4590 1.3547 4.9719
C 3.3460 2.1717 4.9130
H -3.6527 -0.8367 2.0767
H 6.9521 0.2336 3.3860
H 3.8080 -2.3203 -4.4624
H -3.8183 3.8453 -10.5115
H 2.9470 -3.4506 -1.8486
H 3.1999 1.0209 7.3616
H 0.2463 1.6106 -0.2579
H 2.5663 -0.3795 5.6840
H -4.2204 -5.7704 0.8637
H 3.1830 2.8852 5.7105
H -1.3054 1.3594 -6.8139
H -3.0547 3.0366 -6.3699
H -1.5827 0.7941 1.3695
H -2.1337 0.8052 -8.2503
H -4.0512 0.9812 -9.4378
H 3.5326 -0.0107 -3.8313
H 0.8423 3.3154 3.0457
H 5.2256 2.3587 6.7058
H 0.3973 0.2472 3.4792
H -3.2317 0.6419 -5.3934
H -2.1357 -4.8229 1.7768
H -4.3174 -0.6467 -0.2916
H 6.4415 1.4884 5.8006
H -4.8035 -2.0887 1.6687
H -2.5978 -1.0296 -0.1872
H -5.3950 2.0365 -9.8053
H -2.5615 -0.6988 -6.3231
H 2.8365 -4.1425 -3.4467
H 0.7321 0.1949 7.5583
H 1.6399 -2.9795 -2.9567
H -3.9643 -5.7730 3.3525
H -2.9133 -2.9070 3.0807
H -3.7651 -2.2848 -0.6241
H 5.7788 0.3582 7.9768
H -2.6058 -4.0719 0.2730
H -5.0118 -4.2125 0.9296
H -2.4453 2.7849 -10.1707
H 4.0774 -1.3113 -1.0663
H -4.0751 0.0461 -6.8302
H -4.7883 -4.2123 3.4417
H -5.0394 2.0659 -7.4173
H -3.5812 2.3676 -11.4465
H 3.6496 -0.2740 8.4651
H 0.3149 3.1119 -2.3336
H 4.5374 -2.0319 -2.9043
H -0.8332 2.3191 -4.6624
H -1.3669 3.7852 -3.7990
H 5.5590 -0.6719 6.5990
H -1.6136 1.2872 3.0547
H -1.7687 -2.4138 1.8613
H 1.5446 3.8807 4.5390
H 3.6059 -1.7270 6.1604
H -5.6552 -5.6320 2.8668
H -0.7401 2.2452 1.8445
H -0.9963 2.1159 -1.6970
H -2.2795 3.2769 -7.9157
H 0.9269 1.1309 -3.7979
H -4.6922 3.6451 -8.0758
H -2.2546 2.2387 -3.6645
*
```

***

no.,electronic energy (hartree)
1,-384.7721
2,-198.8718
3,-159.5251
4,-323.6115
5,-1905.5397
6,-3622.8639